85
Properties=species:S:1:pos:R:3:forces:R:3:mulliken_charge:R:1 method="wB97M-V/def2-TZVPD" charge=+1 e_homo_ev=-10.91 relative_energy_kcal_mol=35.2
C 3.589 -3.731 1.186 -0.57 0.50 -0.30 -1.146
C 5.742 -0.651 -1.236 -0.80 0.18 -0.01 -1.406
H -3.955 -1.766 -1.554 -0.03 0.03 -0.06 0.432
H -0.215 2.532 -4.935 0.07 0.04 -0.18 0.536
C -1.921 3.756 -4.496 0.02 -0.09 0.03 -0.811
N -3.841 5.007 -3.801 -0.07 0.10 -0.03 -0.411
H 4.055 -3.357 2.090 0.05 0.15 0.27 0.330
C 2.041 2.887 2.028 0.10 -0.75 -0.15 -1.021
H 5.158 0.465 2.991 0.09 -0.27 0.02 0.352
H 0.972 2.793 1.843 -0.10 0.09 0.01 0.260
C -2.792 4.225 -3.495 0.22 -0.16 0.00 0.885
H -3.459 -3.946 6.331 0.00 0.01 0.04 0.393
H 5.348 2.303 -1.758 0.14 -0.12 0.15 0.394
C -3.339 -3.729 5.280 0.09 0.11 0.08 -0.586
H -4.197 -5.589 4.631 -0.04 -0.02 0.05 0.393
Mo -2.139 -0.627 0.734 1.06 -1.69 1.03 -0.172
H 2.235 -0.685 3.971 0.10 -0.24 -0.03 0.284
Si 2.813 1.162 2.340 0.44 0.20 0.19 0.464
H -4.514 5.237 -3.091 -0.12 0.05 -0.02 0.219
H 4.028 -1.835 -3.488 0.16 -0.11 0.21 0.444
H 0.780 -0.012 3.243 -0.11 -0.09 0.07 -0.255
C -6.386 2.181 1.774 -0.05 -0.13 0.26 -0.115
H 0.547 -4.299 2.173 0.16 -0.20 -0.25 0.503
N 0.013 0.149 -1.775 0.25 0.38 0.59 0.080
S -2.892 -2.812 0.860 0.20 0.88 -0.07 -0.392
H 3.608 2.564 -1.826 -0.03 0.16 0.01 0.200
N -2.060 -0.852 -1.398 0.41 -0.07 0.20 0.097
H 1.601 0.844 4.536 0.00 0.24 0.08 0.441
H 0.898 -4.243 -0.960 -0.04 -0.21 0.15 0.518
Si 4.099 0.113 -1.857 0.61 -0.19 0.01 1.152
N -3.468 0.716 0.592 -1.82 1.40 0.17 -0.550
H -0.210 -2.726 2.038 0.05 -0.05 0.00 -0.463
H 2.445 -1.072 -3.354 -0.15 -0.10 0.01 0.180
H -2.098 4.034 -5.524 0.00 0.02 -0.14 0.340
C -3.759 -4.649 4.330 -0.06 -0.02 -0.15 -0.579
C -2.540 3.866 -2.156 0.09 -0.19 0.12 -1.059
C -1.478 3.052 -1.844 -0.12 0.14 0.35 -0.848
H 5.173 2.030 2.207 0.05 0.15 -0.21 0.343
C 1.760 0.236 3.651 0.47 0.36 -0.78 -0.637
H 3.687 -0.312 -4.290 0.10 0.20 -0.03 0.412
S 0.679 1.511 -2.455 0.69 1.35 -0.20 1.939
H 4.324 -3.662 0.396 0.19 0.05 -0.29 0.326
C -5.510 3.376 -0.153 0.11 0.50 -0.63 0.233
O 1.452 1.995 -1.327 -0.36 0.61 -0.46 -0.797
C -3.626 -4.364 2.981 -0.02 0.00 0.01 -0.781
S -1.818 -0.754 3.009 -0.24 -0.33 -0.48 -0.160
C -1.159 -0.320 -2.201 -0.87 -0.37 -1.52 0.183
C 3.513 -0.885 -3.383 -0.10 0.32 0.62 -1.181
C 1.194 -3.200 -0.892 0.22 0.27 0.59 -0.772
O 1.411 1.140 -3.618 -0.30 -0.05 -0.68 -0.799
C -5.411 2.319 0.763 0.05 -0.21 0.12 0.026
H -3.867 -1.269 -4.153 -0.19 -0.07 -0.16 0.492
H 2.168 3.564 2.870 0.11 -0.09 0.22 0.499
Te 0.169 0.364 0.274 -0.37 -0.33 0.92 1.188
C -0.871 2.929 -4.178 0.03 0.06 -0.02 -0.322
C -0.647 2.581 -2.851 0.67 -0.41 -0.04 -0.415
C -4.386 1.463 0.676 0.62 -0.44 -0.13 0.613
H -1.269 2.787 -0.812 -0.12 0.12 -0.03 0.487
S -1.636 -0.269 -3.864 -0.30 -0.54 0.56 0.007
H -3.204 4.231 -1.387 0.08 0.06 0.04 0.670
C -2.758 -2.535 4.885 0.02 -0.05 0.00 -0.747
C 4.626 1.405 2.903 -0.78 -0.28 -0.34 -1.152
H 2.480 3.360 1.155 0.09 0.05 -0.17 0.285
H 4.488 2.148 -3.279 -0.03 -0.14 -0.18 0.392
H 4.658 1.890 3.873 -0.10 0.13 0.23 0.365
H 1.871 -3.002 -1.717 0.18 0.10 -0.13 0.233
H 5.696 -1.731 -1.162 -0.10 -0.28 0.02 0.350
H 1.108 -2.973 3.166 0.14 0.09 0.20 0.360
H 6.032 -0.267 -0.265 0.07 0.16 0.23 0.363
H -3.977 -5.053 2.228 -0.01 -0.14 -0.04 0.467
H -2.428 -1.808 5.611 0.05 0.03 0.14 0.464
H 3.370 -4.781 1.346 -0.16 -0.25 0.01 0.377
H 0.292 -2.599 -1.048 0.03 -0.04 0.03 -0.050
H -4.021 5.255 -4.756 -0.12 0.03 0.07 0.199
C -2.604 -2.253 3.532 -0.04 0.17 -0.12 0.561
C -3.123 -1.044 -3.418 0.28 0.16 0.12 -0.491
Si 1.991 -2.761 0.800 0.42 0.04 -0.43 0.561
N -7.175 2.089 2.598 -0.35 -0.08 0.34 -0.373
C -3.158 -1.279 -2.094 -0.65 -0.38 -0.64 -0.930
H 6.540 -0.410 -1.932 0.09 0.14 -0.24 0.421
C -3.051 -3.165 2.583 0.14 0.07 -0.05 0.793
N -5.542 4.228 -0.922 -0.06 0.17 -0.16 -0.400
Si 2.680 -0.240 0.261 0.37 -1.16 1.12 -0.120
C 4.422 1.961 -2.211 -0.41 -0.55 0.29 -1.134
C 0.747 -3.230 2.177 0.23 0.83 -0.44 -0.431